# 1
16
Properties=species:S:1:pos:R:3 method="wB97M-V/def2-TZVPD" e_homo_ev=-11.970 charge=+1 energy_ev=-8300.5759 e_above_lowest_kj_mol=497.5 gap_ha=0.287
C -1.052 0.055 -1.539
C -0.010 -0.649 0.849
C 0.047 0.961 -0.943
C 0.805 0.282 0.049
C -1.420 0.912 -0.327
N 2.081 0.412 0.309
N -1.339 0.047 0.880
H -1.286 0.441 -2.445
H -0.802 -0.975 -1.547
H -0.233 -1.424 0.137
H 0.290 -1.018 1.790
H 0.558 1.826 -1.376
H 2.482 -0.207 1.035
H 2.641 0.914 -0.345
H -2.102 -0.662 0.950
H -1.340 0.693 1.586

---

# 2
11
Properties=species:S:1:pos:R:3 method="wB97M-V/def2-TZVPD" smiles="O=c1cc[nH]cn1" e_homo_ev=-9.886 charge=0 energy_ev=-9238.7510 e_above_lowest_kj_mol=167.6 gap_ha=0.371
O -2.234 1.370 0.470
C -1.182 0.797 0.301
C -1.083 -0.621 -0.113
C 0.099 -1.195 -0.381
N 1.312 -0.456 -0.212
C 1.092 0.900 0.025
N 0.034 1.499 0.389
H -2.014 -1.165 -0.204
H 0.166 -2.180 -0.853
H 1.806 -0.391 0.739
H 2.007 1.443 -0.161

---

# 3
32
Properties=species:S:1:pos:R:3 method="wB97M-V/def2-TZVPD" e_homo_ev="-8.380 / -8.380" charge=-1 energy_ev=-118817.0493 s2=0.76 spin_multiplicity=2 gap_ha="0.304 / 0.140"
Sr -0.122 0.474 -0.853
N -0.397 -1.911 -1.320
S -0.850 -3.168 -0.607
O 0.157 -4.103 -0.312
O -2.205 -3.733 -0.809
F -1.008 -2.406 0.816
S -0.553 -2.587 -2.818
O -1.939 -2.626 -3.289
O 0.428 -3.577 -3.186
F 0.060 -1.286 -3.469
N -1.843 1.355 0.585
S -3.224 0.534 0.796
O -4.419 0.955 0.042
O -3.502 -0.030 2.108
F -2.841 -0.805 -0.004
S -2.051 2.289 1.766
O -1.173 2.046 2.943
O -3.217 3.097 1.970
F -1.125 3.409 0.971
N 1.652 0.186 0.755
S 2.471 1.138 1.848
O 3.624 1.920 1.453
O 2.243 0.870 3.273
F 1.349 2.339 1.560
S 2.712 -0.916 0.897
O 2.499 -1.916 1.998
O 4.104 -0.537 0.524
F 2.224 -1.825 -0.374
N 1.735 2.716 -1.792
O 2.593 3.570 -1.614
O 0.561 2.941 -1.895
O 2.056 1.588 -1.964